Entry 1:
75
Properties=species:S:1:pos:R:3 method="wB97M-V/def2-TZVPD" spin_multiplicity=3 homo_ev="-9.633 / -9.947"
V 0.273 -0.514 1.672
C -3.960 -3.188 -3.023
F -3.360 -3.490 -4.174
F -5.057 -2.423 -3.321
F -4.345 -4.311 -2.409
S -2.788 -2.269 -1.882
O -2.741 -0.884 -2.395
O -3.319 -2.371 -0.567
O -1.622 -3.080 -2.119
C 2.332 3.569 1.175
F 3.400 4.280 0.830
F 2.462 3.321 2.529
F 1.343 4.404 0.920
S 2.196 1.987 0.229
O 1.807 2.437 -1.109
O 3.494 1.452 0.356
O 1.085 1.230 0.934
C 3.676 -2.111 3.893
F 4.693 -2.064 4.867
F 4.305 -1.617 2.836
F 3.364 -3.399 3.782
S 2.213 -1.027 4.345
O 2.655 0.291 4.645
O 1.735 -1.026 2.869
O 1.274 -1.728 5.176
C 2.837 2.062 -5.180
C 2.064 0.820 -4.711
O 2.684 0.381 -3.516
O 2.953 3.027 -4.172
H 2.342 2.379 -6.096
H 3.837 1.682 -5.465
H 2.198 -0.006 -5.466
H 1.016 1.075 -4.609
H 2.830 1.254 -3.061
H 2.152 3.545 -3.937
C -2.505 0.058 0.739
O -1.285 -0.044 0.474
N -3.440 0.499 -0.160
N -2.914 -0.025 2.063
H -4.400 0.540 0.103
H -3.220 0.320 -1.172
H -3.930 0.012 2.249
H -2.315 -0.515 2.727
C 1.561 -1.619 -0.843
O 0.766 -1.713 0.181
N 1.012 -1.791 -2.046
N 2.856 -1.397 -0.680
H 0.023 -2.033 -2.176
H 1.589 -1.548 -2.901
H 3.045 -1.406 0.309
H 3.353 -0.911 -1.374
C -0.924 -3.245 2.172
O -0.690 -2.006 2.359
N -1.783 -3.802 1.377
N -0.226 -4.015 3.067
H -2.213 -3.219 0.608
H -2.181 -4.734 1.539
H -0.099 -4.992 2.923
H 0.262 -3.409 3.693
C -0.223 1.934 3.367
O -0.420 0.659 3.258
N -0.101 2.394 4.590
N -0.453 2.805 2.407
H 0.429 1.942 5.278
H -0.006 3.396 4.732
H -0.287 3.770 2.563
H -0.880 2.485 1.587
C -2.427 2.592 -1.730
O -2.256 3.135 -0.635
N -3.665 2.549 -2.336
N -1.422 1.965 -2.446
H -3.944 1.903 -3.087
H -4.422 2.811 -1.778
H -0.632 1.832 -1.882
H -1.662 1.134 -2.966


Entry 2:
50
Properties=species:S:1:pos:R:3 method="wB97M-V/def2-TZVPD" e_above_lowest_kcal_mol=91.10 charge=+2 homo_ev=-13.584
Re 1.121 2.024 -3.619
S 2.059 3.428 -5.309
As 0.249 1.739 -6.063
S -0.933 2.724 -3.145
S 0.395 -0.015 -4.633
S 1.913 2.672 -7.235
S 4.158 0.292 -5.358
C 3.468 0.823 -4.075
N 2.870 1.151 -3.055
C 2.680 -1.739 2.554
Si 0.839 -1.697 2.313
C 0.552 -3.038 0.825
C 0.028 -2.499 3.778
Si -0.202 -0.872 0.515
Te -0.012 0.526 -1.636
Si -2.532 -0.945 -0.132
C -2.709 -2.099 -1.590
C -3.152 -1.986 1.327
C -3.427 0.658 0.208
Si 0.742 2.348 0.742
C -0.281 1.954 2.234
C 0.330 3.914 -0.130
C 2.474 1.710 0.666
H 2.930 -2.773 2.806
H 2.986 -1.104 3.387
H 3.263 -1.442 1.683
H 0.973 -2.886 -0.175
H -0.455 -3.448 0.734
H 1.189 -3.768 1.331
H 0.196 -3.573 3.672
H -1.041 -2.329 3.898
H 0.533 -2.155 4.682
H -1.777 -2.652 -1.729
H -2.901 -1.596 -2.539
H -3.529 -2.788 -1.387
H -2.627 -2.935 1.456
H -4.210 -2.217 1.171
H -3.077 -1.442 2.272
H -3.168 1.494 -0.442
H -3.217 0.938 1.241
H -4.500 0.481 0.101
H -0.733 2.870 2.621
H 0.348 1.510 3.008
H -1.092 1.253 2.032
H -0.743 4.110 -0.113
H 0.643 3.876 -1.170
H 0.852 4.751 0.346
H 2.612 0.858 1.332
H 3.181 2.498 0.948
H 2.732 1.396 -0.347